[1]
25
Properties=species:S:1:pos:R:3:lowdin_charge:R:1 method="wB97M-V/def2-TZVPD" e_tot_ha=-1761.70021 orbital_gap_ha=0.248 e_homo_ev=-14.71 charge=+2 largest_force_ha_per_bohr=0.01293 lumo_energy_ev=-8.0 molar_mass_g_mol=346.3
Y -0.34 -0.04 0.04 1.33
N 2.24 0.29 0.01 -0.04
N 2.76 1.60 -0.02 -0.05
C 1.96 2.68 -0.04 -0.79
N 2.54 3.86 -0.07 0.17
S 0.25 2.57 -0.02 0.65
H 2.63 -0.17 0.84 0.13
H 2.62 -0.21 -0.79 0.13
H 3.77 1.68 -0.03 0.18
H 3.54 3.97 -0.08 0.15
H 1.98 4.70 -0.09 0.14
S -2.81 -0.61 0.01 0.57
C -1.99 -2.17 0.01 -1.11
N -0.65 -2.26 0.01 -0.19
C -0.23 -3.61 0.00 -0.30
C 1.08 -4.08 0.01 -0.03
C 1.28 -5.45 0.00 -0.04
C 0.20 -6.34 -0.01 -0.04
C -1.10 -5.88 -0.01 -0.05
C -1.30 -4.50 0.00 -0.43
S -2.81 -3.65 0.00 1.17
H 1.93 -3.41 0.01 0.10
H 2.29 -5.84 0.00 0.12
H 0.39 -7.40 -0.02 0.12
H -1.94 -6.57 -0.02 0.13

[2]
19
Properties=species:S:1:pos:R:3:lowdin_charge:R:1 method="wB97M-V/def2-TZVPD" e_tot_ha=-440.22812 orbital_gap_ha=0.334 smiles=c1ccc2[nH]ccc2c1.O e_homo_ev=-8.33 largest_force_ha_per_bohr=0.04897 lumo_energy_ev=0.7 molar_mass_g_mol=135.2
C 1.18 -0.05 0.78 -0.10
C 0.00 0.00 0.00 -0.11
C -0.07 0.84 -1.10 -0.03
C 1.07 1.66 -1.37 -0.17
N 1.38 2.58 -2.40 0.06
C 2.65 3.04 -2.27 -0.19
C 3.25 2.48 -1.23 -0.05
C 2.30 1.58 -0.64 -0.18
C 2.32 0.68 0.46 -0.04
H 1.28 -0.73 1.64 0.10
H -0.79 -0.70 0.29 0.10
H -0.93 0.58 -1.74 0.11
H 0.75 2.71 -3.20 0.16
H 3.15 3.73 -2.95 0.13
H 4.24 2.69 -0.82 0.12
H 3.24 0.57 1.04 0.11
O 1.70 5.45 -0.81 -0.08
H 1.60 4.47 -0.82 0.01
H 1.85 5.69 -1.75 0.04

[3]
19
Properties=species:S:1:pos:R:3:lowdin_charge:R:1 method="wB97M-V/def2-TZVPD" e_tot_ha=-440.11997 orbital_gap_ha=0.345 smiles="CO[C@H]1C=Cn2cccc21" e_homo_ev=-8.40 largest_force_ha_per_bohr=0.07001 lumo_energy_ev=1.0 molar_mass_g_mol=135.2
C 2.99 0.55 0.30 -0.15
O 1.68 0.94 0.43 -0.14
C 0.87 0.19 -0.39 -0.21
C 0.78 -1.55 -0.08 0.05
C -0.51 -1.76 0.11 -0.11
N -1.27 -0.63 0.07 -0.09
C -2.63 -0.42 0.27 -0.08
C -2.84 0.90 0.13 -0.09
C -1.58 1.54 -0.17 -0.04
C -0.63 0.57 -0.18 -0.16
H 3.09 -0.49 0.00 0.05
H 3.59 0.51 1.32 0.13
H 3.42 1.13 -0.58 0.11
H 0.95 0.38 -1.53 0.17
H 1.60 -2.20 -0.35 0.07
H -1.14 -2.72 0.30 0.16
H -3.39 -1.10 0.56 0.11
H -3.69 1.54 0.15 0.08
H -1.29 2.61 -0.36 0.12

[4]
20
Properties=species:S:1:pos:R:3:lowdin_charge:R:1 method="wB97M-V/def2-TZVPD" e_tot_ha=-515.33243 orbital_gap_ha=0.321 smiles="C=C=C1C=NC=CC1.O=CO" e_homo_ev=-8.51 largest_force_ha_per_bohr=0.11834 lumo_energy_ev=0.2 molar_mass_g_mol=151.2
C -1.71 2.16 -0.36 0.00
C -0.93 1.11 -0.32 -0.12
C 0.26 0.53 -0.18 -0.15
C 1.15 1.16 0.83 -0.13
N 2.30 0.74 1.04 0.05
C 2.81 -0.35 0.33 -0.17
C 2.20 -1.04 -0.61 -0.08
C 0.78 -0.70 -1.02 -0.09
H -2.71 2.24 0.20 0.08
H -1.49 3.12 -0.95 0.10
H 0.89 1.99 1.54 0.13
H 3.87 -0.50 0.42 0.09
H 2.54 -2.03 -0.94 0.11
H 0.92 -0.38 -2.07 0.14
H 0.17 -1.48 -1.02 0.04
O -2.52 -0.97 -0.86 0.10
C -2.32 -1.04 0.30 -0.37
O -1.62 -2.12 0.89 0.06
H -2.77 -0.35 0.96 0.12
H -1.79 -2.12 1.83 0.08

[5]
20
Properties=species:S:1:pos:R:3:lowdin_charge:R:1 method="wB97M-V/def2-TZVPD" e_tot_ha=-515.13845 orbital_gap_ha="0.256 / 0.257" e_homo_ev="-6.62 / -6.64" largest_force_ha_per_bohr=0.09446 lumo_energy_ev="0.3 / 0.3" molar_mass_g_mol=151.2
C -2.41 -0.46 1.47 -0.04
C -1.97 0.75 1.80 -0.07
C 0.11 -1.21 1.68 -0.04
C 0.52 0.03 1.81 -0.06
C -1.14 -0.87 0.77 -0.31
C -0.70 0.69 1.06 -0.30
C 1.24 1.35 -1.78 0.00
C 0.97 -0.12 -1.81 -0.34
N -0.96 0.09 -0.23 0.07
O 1.67 -1.10 -1.20 0.12
O 0.32 -0.56 -2.95 0.06
H -3.36 -1.03 1.76 0.11
H -2.45 1.50 2.38 0.08
H 0.44 -2.21 1.78 0.08
H 1.45 0.52 2.34 0.12
H 1.86 1.71 -2.61 0.10
H 0.29 1.84 -2.01 0.10
H 1.68 1.62 -0.88 0.06
H 2.07 -0.96 -0.40 0.07
H 0.36 -1.58 -2.98 0.17

[6]
21
Properties=species:S:1:pos:R:3:lowdin_charge:R:1 method="wB97M-V/def2-TZVPD" e_tot_ha=-590.47913 orbital_gap_ha=0.318 e_homo_ev=-9.44 largest_force_ha_per_bohr=0.06490 lumo_energy_ev=-0.8 molar_mass_g_mol=167.2
C -0.05 1.95 -0.72 -0.03
C 0.32 0.65 0.06 -0.25
C 0.33 0.60 1.57 -0.22
O 1.12 -0.16 2.14 0.03
C 0.92 -0.38 -0.60 -0.02
C 1.06 -1.70 0.10 -0.05
C -0.03 -2.49 0.21 -0.06
C -1.41 -1.92 0.05 -0.02
C -1.70 -0.82 0.75 -0.08
N -2.75 0.13 0.38 -0.38
O -2.82 1.14 1.05 0.08
O -3.39 -0.18 -0.61 0.07
H 0.84 1.98 -1.49 0.11
H -0.05 2.85 -0.10 0.07
H -0.93 1.92 -1.33 0.06
H -0.30 1.35 2.13 0.14
H 1.28 -0.25 -1.58 0.11
H 1.97 -2.13 0.40 0.10
H -0.10 -3.51 0.38 0.08
H -2.17 -2.18 -0.77 0.14
H -1.22 -0.80 1.70 0.12

[7]
21
Properties=species:S:1:pos:R:3:lowdin_charge:R:1 method="wB97M-V/def2-TZVPD" e_tot_ha=-590.65008 orbital_gap_ha=0.352 smiles="CN(O)C(=O)c1ccc(O)cc1" e_homo_ev=-8.88 largest_force_ha_per_bohr=0.10170 lumo_energy_ev=0.7 molar_mass_g_mol=167.2
C -2.11 1.83 -0.33 -0.02
N -2.29 0.37 -0.14 -0.12
O -3.70 0.20 0.13 0.01
C -1.53 -0.75 0.12 -0.40
O -2.10 -1.81 0.39 0.05
C -0.04 -0.64 -0.01 -0.13
C 0.65 -0.32 -1.23 -0.03
C 1.99 -0.20 -1.22 -0.03
C 2.67 -0.27 0.02 -0.26
O 4.03 0.03 0.03 0.08
C 1.99 -0.67 1.17 -0.03
C 0.66 -0.93 1.16 -0.04
H -1.06 1.99 -0.38 0.06
H -2.53 2.38 0.61 0.13
H -2.66 2.08 -1.26 0.10
H -3.67 -0.74 0.22 0.06
H 0.10 -0.29 -2.19 0.13
H 2.59 0.04 -2.11 0.13
H 4.37 -0.37 0.74 0.03
H 2.50 -0.79 2.15 0.13
H 0.17 -1.15 2.12 0.14

[8]
20
Properties=species:S:1:pos:R:3:lowdin_charge:R:1 method="wB97M-V/def2-TZVPD" e_tot_ha=-1161.30649 orbital_gap_ha=0.336 smiles="C[C@]1(c2cccs2)N=CCS1" e_homo_ev=-8.41 largest_force_ha_per_bohr=0.07826 lumo_energy_ev=0.7 molar_mass_g_mol=183.3
C -0.31 1.14 -1.87 -0.04
C 0.24 0.15 -0.76 -0.71
C -0.40 0.23 0.58 -0.54
C -1.71 0.13 0.95 -0.16
C -2.03 0.53 2.29 -0.17
C -0.94 1.09 2.86 -0.41
S 0.52 0.84 1.93 1.03
N 1.61 0.34 -0.60 0.03
C 2.27 -0.71 -0.66 -0.17
C 1.60 -1.98 -1.12 -0.44
S -0.11 -1.62 -1.45 0.91
H 0.45 1.82 -2.16 0.07
H -1.21 1.67 -1.41 0.10
H -0.68 0.63 -2.68 0.01
H -2.38 -0.28 0.20 0.11
H -3.03 0.30 2.66 0.11
H -0.79 1.31 3.93 0.07
H 3.32 -0.69 -0.61 0.11
H 2.12 -2.43 -1.89 0.06
H 1.47 -2.46 -0.20 0.05

[9]
21
Properties=species:S:1:pos:R:3:lowdin_charge:R:1 method="wB97M-V/def2-TZVPD" e_tot_ha=-2104.59333 spin_multiplicity=2 orbital_gap_ha="0.202 / 0.186" e_homo_ev="-16.26 / -16.16" charge=+2 largest_force_ha_per_bohr=0.07651 lumo_energy_ev="-10.8 / -11.1" molar_mass_g_mol=234.2
V -0.68 -0.31 -2.43 0.85
C 0.73 0.70 -3.58 -0.06
H 1.56 1.25 -3.11 0.07
H 1.17 -0.15 -4.14 0.05
H 0.12 1.39 -4.21 0.07
H -2.39 -1.14 -2.73 0.10
H -2.67 -0.43 -2.68 0.14
S 0.19 -2.42 -2.10 0.87
C 0.54 -1.66 -0.62 -1.01
N 0.21 -0.34 -0.51 -0.08
C 0.34 0.12 0.82 -0.26
C 0.01 1.41 1.29 0.02
C -0.20 1.56 2.67 -0.01
C -0.10 0.48 3.57 0.00
C 0.29 -0.78 3.10 -0.04
C 0.58 -0.93 1.74 -0.40
S 0.89 -2.45 0.89 1.18
H -0.10 2.24 0.59 0.13
H -0.49 2.53 3.08 0.13
H -0.33 0.60 4.63 0.14
H 0.35 -1.68 3.72 0.13